1.
# C41H45BrF5IPtSb3

A molecular structure, C41H45BrF5IPtSb3 (the ωB97M-V functional and the def2-TZVPD basis, the Open Molecules 2025 dataset).

Computed properties:
Total charge: +1
Spin multiplicity: 3
Lowest unoccupied orbital energy (alpha / beta), eV: -2.47 / -4.56
HOMO level (alpha / beta), eV: -9.796 / -10.702
⟨S²⟩: 2.01
Energy relative to the best compared isomer or geometry (same formula, charge and spin), kcal per mole: 0.0

XYZ file:
```
97
Properties=species:S:1:pos:R:3:forces:R:3
H -6.90528 -4.58630 0.33182 -0.012 0.017 0.005
F -3.23812 1.82004 0.81809 0.053 0.047 -0.060
H 2.82641 3.95373 -6.94362 -0.013 -0.011 -0.024
C 3.15135 0.44673 4.08658 0.147 0.056 0.073
C 1.86916 3.16280 -5.20870 -0.091 -0.041 0.071
Sb 0.33870 0.81754 2.91389 -0.185 -0.544 0.019
C 3.64738 3.86572 1.14834 -0.184 -0.139 -0.060
C -2.44265 2.79719 1.27972 -0.205 -0.273 0.168
H -4.33141 -2.05580 -1.94605 0.004 -0.054 -0.018
H -6.29088 -3.52098 -1.82550 0.013 -0.014 0.005
H -4.01351 0.65422 -1.31609 -0.055 0.044 -0.012
C -1.70613 -2.29259 -4.34184 0.053 -0.028 -0.056
H 1.55904 -0.91372 4.51961 0.007 -0.045 -0.015
H -1.02870 -1.34214 3.75116 0.023 0.043 -0.001
C 2.13659 3.20964 -6.56994 0.029 0.074 0.041
C -2.85510 -0.14536 -2.94835 -0.022 -0.099 -0.072
C 5.26964 2.03593 4.98900 0.015 0.015 0.006
H 3.93033 0.65446 -1.56726 -0.026 -0.001 0.004
H -1.26631 -3.12533 -4.87535 -0.012 -0.008 0.012
H -0.25856 3.18058 4.08164 -0.031 -0.008 -0.042
H 3.64173 -0.37263 1.51971 0.027 0.000 -0.039
C -1.09057 2.85243 0.52875 0.333 0.010 0.312
H -2.42451 -2.50637 2.53588 -0.040 -0.029 0.015
Pt -0.07151 1.04602 0.16792 -0.492 1.019 1.402
C 0.36750 1.32029 -5.57334 -0.018 -0.085 -0.001
H 1.72019 2.37350 -8.49043 0.013 -0.012 0.008
H 5.04869 1.90497 -0.96904 -0.004 -0.021 0.031
H -3.73670 -1.38919 2.93574 -0.002 -0.055 -0.001
H 2.24518 -1.13341 2.90241 -0.033 -0.019 0.015
H -0.39984 -5.93118 1.18983 0.002 0.010 0.004
I 0.50842 2.13704 -2.63854 0.019 0.144 -0.731
C 3.29878 0.75618 5.43919 -0.034 -0.021 -0.041
F -1.31411 3.63987 -0.54820 -0.066 -0.115 -0.351
C -1.22618 -0.27926 3.88213 0.157 0.254 -0.077
H 6.09891 2.64127 5.33010 -0.008 0.002 -0.006
H -2.60937 -1.42943 -6.08698 0.017 0.003 0.005
C -3.50740 -2.41813 2.64962 -0.086 -0.036 -0.116
H 4.73018 3.76091 1.18999 -0.005 -0.025 -0.003
C 1.19767 -1.22688 -0.83533 -0.209 -0.275 -0.162
Sb -2.02262 -1.10732 -0.12154 0.390 -0.192 -0.526
C 0.98118 2.21370 -4.71360 0.113 0.121 0.383
H 2.00093 -5.51819 0.73764 -0.014 -0.010 -0.011
C -1.54420 -2.18284 -2.96784 -0.012 0.021 -0.011
C 1.26860 -4.74291 0.55507 -0.002 -0.008 0.011
H 2.27415 -1.19137 -0.99263 0.018 0.125 0.090
C 0.58642 2.50850 4.19166 -0.033 -0.077 -0.232
H 1.50737 3.02596 3.92970 0.012 -0.015 0.023
C 1.67354 -3.51810 0.04540 0.019 0.057 -0.037
C -3.84995 -2.24161 0.14347 0.223 0.288 -0.038
C -0.60035 -2.72484 0.10248 -0.287 0.245 0.018
F -0.26929 3.61316 1.35202 -0.104 0.078 -0.002
H -0.99493 -2.95099 -2.43508 0.006 0.002 -0.015
Br 2.71479 4.44179 -4.09796 0.019 -0.048 -0.041
C 4.09135 0.94374 3.16994 -0.008 -0.004 0.153
H -2.18583 -0.02442 3.44109 0.060 0.043 0.029
C 0.74931 -2.50705 -0.19797 0.017 -0.038 0.086
C 1.51513 2.32023 -7.42976 0.002 -0.009 -0.037
C -5.71121 -3.32850 -0.93226 -0.054 -0.020 0.020
H 5.01227 0.71051 1.26131 -0.001 -0.015 -0.032
Sb 2.80456 2.00058 0.51202 0.160 -0.205 -0.294
C -6.05998 -3.91351 0.27426 0.020 0.047 -0.035
H -2.77601 1.75056 -1.94019 -0.009 0.011 0.029
C -1.00217 -3.96152 0.59417 0.012 0.010 -0.025
C -4.22776 -2.77127 1.37785 -0.038 -0.002 0.055
C -5.32749 -3.62435 1.41503 0.028 -0.004 0.106
H -3.81955 -3.06790 3.46559 0.048 0.000 0.027
H 2.71982 -3.34904 -0.18448 -0.008 -0.009 -0.003
C -3.51363 0.99609 -2.22541 0.097 -0.019 -0.010
C 4.01508 1.68870 -1.23806 -0.175 0.159 0.115
H 3.26363 4.14923 2.12551 0.000 -0.013 0.001
H 4.45021 1.74217 6.95205 -0.020 0.019 -0.010
C -2.45237 -1.34156 -5.01923 0.011 0.034 -0.010
H -5.61115 -4.06384 2.36424 -0.024 -0.001 -0.017
H 5.87050 2.11339 2.93995 0.011 -0.026 0.002
C 1.99406 -0.39635 3.66481 -0.208 0.205 -0.253
H -3.60040 0.46287 -4.85558 0.001 -0.039 -0.016
C 0.63217 1.37495 -6.93270 -0.017 -0.026 -0.013
H 0.14359 0.67674 -7.59949 0.006 0.007 0.003
C -2.11442 -1.12130 -2.27297 0.030 0.006 0.321
H 0.94568 -0.36551 -0.14047 0.801 -0.825 -0.055
H 3.70118 2.35019 -2.04223 -0.025 -0.013 0.001
H 0.69580 -1.06213 -1.78836 0.047 0.117 -0.011
H 0.65170 2.13805 5.21337 0.027 -0.015 -0.014
H 2.57883 0.36104 6.14769 0.021 -0.018 0.005
C -4.60402 -2.49527 -0.99652 -0.014 -0.034 -0.012
C -3.01465 -0.27983 -4.32524 0.002 0.115 -0.007
F -3.12163 3.92974 1.19231 0.066 0.224 0.014
C -0.07288 -4.97008 0.81452 0.005 -0.058 0.041
C 4.02386 0.63072 1.71281 -0.262 0.147 -0.133
H 3.37643 4.62488 0.41678 -0.010 0.006 0.018
H -4.25946 1.47851 -2.85488 -0.005 0.010 0.017
C 5.13703 1.73679 3.64414 -0.038 0.018 -0.025
F -2.23768 2.54414 2.59110 0.064 -0.095 -0.026
H -2.05027 -4.15344 0.78998 0.000 -0.007 0.015
C 4.34615 1.53693 5.89491 0.009 0.018 0.033
H -0.31732 0.58522 -5.17899 -0.089 -0.077 0.028
H -1.23315 -0.03635 4.94405 0.031 0.012 0.001
```
Forces are in eV/Å.

Results of the Löwdin charge analysis, in e, for atoms 1 through 8: 0.11, 0.09, 0.10, -0.30, -0.73, 1.38, -0.27, -0.61

2.
# C41H45N5SSbY

A molecular structure, C41H45N5SSbY (the ωB97M-V functional and the def2-TZVPD basis, the Open Molecules 2025 dataset).

Computed properties:
Lowest unoccupied orbital energy, eV: -1.17
HOMO level, eV: -7.092
Energy relative to the best compared isomer or geometry (same formula, charge and spin), kcal per mole: 18.2

XYZ file:
```
94
Properties=species:S:1:pos:R:3:forces:R:3
N 2.20801 -1.76530 2.53197 -0.039 -0.065 0.033
Sb -2.18440 -0.81580 -0.64028 0.228 -0.157 0.063
H -1.97775 -2.62822 2.94146 0.008 0.000 -0.004
C 1.95355 -2.76102 1.56403 0.036 -0.002 0.093
H -1.76308 -1.35908 -4.61574 0.005 -0.004 0.009
C -1.14647 2.18475 1.62938 0.028 -0.044 -0.028
C -2.00780 -1.84527 2.17710 -0.003 0.004 0.008
H 0.16093 3.39876 3.51745 0.015 0.005 0.003
C -4.29304 -0.34195 -0.76841 -0.086 0.068 -0.008
C -5.14649 -1.31843 -1.57127 0.006 -0.005 -0.013
C 4.86962 2.86884 0.49740 -0.011 0.033 -0.004
H -1.06287 -1.29682 2.21339 -0.013 -0.006 -0.004
N 2.62322 2.07347 0.34901 -0.014 -0.142 -0.042
C 0.84410 2.57497 3.67269 -0.057 0.013 -0.061
C -3.17993 3.08964 2.58481 0.007 -0.009 0.013
C 1.06299 -3.48607 -0.42215 -0.010 0.029 0.001
H 0.50167 -3.23706 -1.31546 -0.006 0.005 -0.018
C 2.67354 0.49902 4.10637 -0.029 0.017 0.048
C 2.71917 1.60872 4.89453 -0.022 0.015 -0.016
C 2.20102 3.31128 0.61547 0.000 -0.006 0.003
H -3.75034 -3.77129 -0.14031 0.027 -0.007 -0.011
C -3.42925 3.81244 1.42412 -0.004 0.004 -0.006
C 2.48446 -4.01955 1.82382 -0.019 -0.052 -0.026
C 4.41719 4.14182 0.77248 0.027 -0.009 -0.002
C 1.61602 0.24728 -4.63846 -0.062 -0.014 -0.006
H -3.86739 3.15311 3.41959 0.002 -0.001 -0.003
H -1.43471 -3.08890 0.53159 -0.008 -0.009 -0.023
H -3.46353 -4.07744 1.57191 0.002 0.008 0.001
H -1.97019 -3.92421 -1.87611 -0.008 0.004 0.009
H -4.30286 4.44648 1.34919 0.003 -0.001 0.001
H -3.39946 -3.27933 -2.67740 -0.010 0.019 -0.009
C -3.54790 -3.28946 0.81622 -0.030 0.011 0.002
C 1.41645 -0.15079 -3.32114 0.037 -0.084 -0.018
C 4.33650 0.47545 -0.05231 -0.089 0.025 -0.059
H 5.12301 4.94526 0.94132 -0.003 -0.001 0.001
H -0.77218 2.77136 -0.40034 0.006 0.002 0.014
H 1.95639 -0.46611 -5.38081 -0.001 -0.003 0.006
H -3.95429 1.80928 -0.66400 -0.004 -0.009 0.000
C 4.18794 -1.72129 -0.63582 0.017 0.016 -0.003
C 3.05051 4.37796 0.82785 -0.035 -0.001 -0.009
N 1.25132 -2.49320 0.45200 0.039 0.061 -0.021
H 3.45997 1.71004 5.67523 -0.001 -0.001 -0.002
C 0.96631 2.46864 -4.03141 0.005 0.005 0.009
H -5.54896 1.34692 -1.26938 0.001 -0.006 0.003
H 5.92930 2.65880 0.44590 -0.005 -0.006 -0.004
H -4.42053 -2.68717 1.08066 -0.002 0.002 -0.014
H -1.87209 1.72067 3.59474 0.002 0.002 -0.006
H -1.97246 -3.67869 -3.62548 0.011 -0.002 0.008
H 3.36611 -0.32200 4.23378 -0.005 -0.004 -0.001
H -4.59936 -0.38012 0.28250 0.000 -0.002 -0.006
H 3.05275 -4.16130 2.73146 -0.006 0.005 0.002
C 1.71538 0.40322 3.07357 0.004 -0.214 0.044
C 3.44661 -0.53936 -0.30412 0.358 -0.255 0.071
C 1.54434 -4.76766 -0.23773 -0.014 0.006 -0.021
H -2.79677 -1.14208 2.46339 0.004 -0.002 -0.008
C 0.78549 2.04408 -2.71940 -0.028 -0.022 -0.058
N -0.01488 1.36149 1.70839 0.150 -0.197 -0.119
N 1.58699 -0.70173 2.27756 0.054 0.034 0.092
H -4.13177 1.18810 -2.30580 0.003 -0.001 0.002
H 0.79541 3.50611 -4.29698 -0.004 -0.003 0.002
H -4.89866 -1.27684 -2.63292 -0.011 -0.011 0.022
H 1.53273 1.88984 -6.02296 0.001 -0.002 0.007
H 2.67603 -6.02327 1.09361 -0.002 0.002 -0.001
H -2.73960 4.23009 -0.56526 -0.005 0.000 0.000
H 1.81172 3.53045 5.28565 0.003 -0.005 0.000
H -6.20205 -1.04360 -1.47807 0.003 0.007 0.003
H -3.20314 -0.79769 -3.76926 0.031 0.012 -0.010
C 1.38213 1.56604 -5.00012 -0.002 0.004 -0.025
C -4.48652 1.08377 -1.27699 0.019 0.017 -0.016
H 6.29703 -2.31429 -0.85314 -0.002 0.006 0.002
C 3.94798 1.84298 0.27637 0.000 -0.026 -0.001
H 2.64632 5.35810 1.03657 0.009 -0.001 0.002
H 1.35801 -5.52642 -0.98409 0.002 -0.001 0.004
H 0.48618 2.80291 -1.99890 0.006 0.006 -0.004
C 0.78349 1.45430 2.78487 0.028 -0.026 0.089
C -2.55203 3.69296 0.35656 0.011 0.008 0.004
H 1.12827 3.44537 0.67155 -0.004 0.005 0.005
C -2.12307 -0.93002 -3.67598 -0.020 0.003 0.002
H 1.63171 -1.19596 -3.08790 0.019 0.009 0.014
C -1.76652 -1.84371 -2.50383 -0.015 -0.030 -0.088
H -5.04442 -2.35001 -1.24214 0.003 -0.010 0.019
C 1.77840 2.64283 4.66449 0.018 -0.008 0.024
H -0.67234 -1.89276 -2.48199 0.001 0.004 -0.009
C -2.05775 2.28412 2.68784 -0.026 0.027 0.001
C -2.30906 -3.25681 -2.67249 -0.025 -0.011 0.031
C 2.27329 -5.03507 0.91386 0.014 -0.011 0.019
C -2.27917 -2.44689 0.79684 -0.013 -0.061 0.045
H -1.66056 0.05452 -3.57306 0.010 -0.001 0.007
S 6.00172 0.01749 -0.21953 0.058 -0.003 -0.001
C 0.99065 0.71774 -2.30322 -0.117 0.135 -0.482
C 5.54363 -1.57366 -0.63185 -0.016 -0.005 -0.001
Y 1.13419 0.00696 -0.04234 -0.439 0.918 0.434
H 3.72908 -2.67239 -0.88562 0.011 -0.001 0.004
C -1.43323 2.87766 0.45146 -0.004 0.005 -0.010
```
Forces are in eV/Å.

Results of the Löwdin charge analysis, in e, for atoms 1 through 8: 0.10, 1.52, 0.08, -0.32, 0.08, -0.33, -0.17, 0.11